Entry from the Open Molecules 2025 dataset: a structure of composition C8H10BF4NPr (ωB97M-V/def2-TZVPD).

```
! RIJCOSX wB97M-V def2-TZVPD def2/J DEFGRID3
* xyz -1 3
C 0.04 -1.25 -1.49
C -1.30 -1.53 -1.10
C -1.24 -2.37 0.06
C 0.14 -2.61 0.37
C 0.93 -1.90 -0.58
Pr -0.13 0.02 0.98
C -1.15 2.08 -1.07
C 0.22 1.98 -1.42
C 0.82 2.62 -2.50
N 1.03 1.15 -0.55
H -2.10 -2.88 0.51
H -2.19 -1.26 -1.67
H 0.52 -3.30 1.13
H 2.02 -1.94 -0.68
H 0.34 -0.72 -2.40
H -1.91 2.18 -1.85
H 1.98 1.03 -0.86
H -1.43 2.37 -0.05
H 0.21 3.21 -3.18
H 1.90 2.63 -2.54
F 1.22 0.79 2.96
B 0.26 0.08 3.89
F -1.02 0.62 3.45
F 0.27 -1.26 3.40
F 0.58 0.27 5.19
*
```

Values from the calculation:
E_HOMO (alpha / beta): -2.19 / -2.24 eV
orbital gap (alpha / beta): 5.02 / 5.07 eV

=====

Entry from the Open Molecules 2025 dataset: the molecule C13H20ClNO (ωB97M-V/def2-TZVPD).

```
! RIJCOSX wB97M-V def2-TZVPD def2/J DEFGRID3
* xyz 0 1
C 5.76 -1.14 1.15
C 4.86 -0.25 0.30
C 3.50 -0.89 0.05
C 2.59 0.01 -0.80
N 1.28 -0.55 -1.10
C 0.32 -0.52 -0.01
C -0.40 0.83 0.03
C -1.24 1.03 -1.24
O -2.33 0.13 -1.31
C -3.43 0.34 -0.54
C -3.66 1.45 0.27
C -4.84 1.54 0.99
C -5.81 0.56 0.92
C -5.57 -0.54 0.11
Cl -6.76 -1.79 0.00
C -4.40 -0.66 -0.62
H 5.30 -1.34 2.11
H 5.93 -2.09 0.65
H 6.72 -0.66 1.31
H 4.72 0.71 0.81
H 5.34 -0.04 -0.65
H 3.01 -1.09 1.01
H 3.63 -1.85 -0.45
H 2.45 0.97 -0.31
H 3.09 0.20 -1.76
H 1.39 -1.49 -1.45
H -0.43 -1.29 -0.19
H 0.78 -0.71 0.97
H -1.04 0.87 0.91
H 0.33 1.64 0.09
H -1.58 2.06 -1.33
H -0.62 0.78 -2.10
H -2.93 2.24 0.35
H -5.01 2.41 1.62
H -6.72 0.64 1.48
H -4.22 -1.51 -1.25
*
```

Values from the calculation:
E_HOMO: -8.61 eV
SMILES: CCCCNCCCOc1cccc(Cl)c1
energy above the lowest of the compared OMol25 structures with the same formula, charge and spin: 2.0 kcal per mole
orbital gap: 9.53 eV

=====

Entry from the Open Molecules 2025 dataset: a structure of composition C20H46Br2N6O6 (ωB97M-V/def2-TZVPD).

```
! RIJCOSX wB97M-V def2-TZVPD def2/J DEFGRID3
* xyz 0 1
C -3.56 1.14 -4.95
O -4.32 0.28 -4.52
N -2.65 1.79 -4.15
C -1.72 2.77 -4.86
C -2.47 1.40 -2.77
H -3.65 1.58 -5.95
H -0.73 2.32 -4.82
H -1.73 3.74 -4.37
H -1.87 3.06 -5.90
H -1.68 0.70 -2.51
H -2.21 2.24 -2.11
H -3.45 1.14 -2.36
C 0.71 -4.60 2.25
O 0.11 -3.62 2.55
N 0.25 -5.83 1.76
C 0.98 -7.07 2.04
C -1.17 -6.03 1.33
H 1.79 -4.65 2.49
H 0.47 -7.69 2.79
H 2.01 -6.85 2.32
H 1.07 -7.57 1.08
H -1.86 -5.23 1.10
H -1.28 -6.73 0.50
H -1.73 -6.42 2.18
C -2.12 3.94 0.69
O -1.53 4.77 1.46
N -1.82 2.70 0.56
C -2.54 1.87 -0.43
C -0.70 2.08 1.23
H -3.03 4.17 0.11
H -2.90 2.53 -1.23
H -3.30 1.20 -0.04
H -1.83 1.17 -0.86
H 0.02 1.78 0.47
H -0.17 2.72 1.94
H -1.00 1.23 1.83
C 4.78 -1.67 0.42
O 6.00 -1.59 0.44
N 3.87 -0.88 1.12
C 2.46 -1.11 0.99
C 4.27 0.06 2.20
H 4.22 -2.36 -0.23
H 2.33 -1.96 0.31
H 1.95 -0.19 0.71
H 2.05 -1.49 1.92
H 4.19 1.12 1.95
H 3.72 -0.16 3.12
H 5.28 -0.13 2.57
C -0.87 -1.27 -1.11
O -1.08 -0.20 -1.75
N -0.53 -1.20 0.16
C -0.88 -2.40 0.95
C -0.05 -0.05 0.90
H -1.06 -2.28 -1.51
H -1.08 -3.29 0.36
H -1.64 -2.15 1.69
H 0.00 -2.80 1.46
H 0.31 0.77 0.28
H -1.03 0.29 1.25
H 0.57 -0.30 1.76
C -0.50 3.73 -2.69
O -1.26 3.93 -1.79
N 0.29 2.64 -2.75
C 1.29 2.51 -3.78
C 0.25 1.49 -1.73
H -0.25 4.33 -3.58
H 2.28 2.37 -3.34
H 1.19 3.47 -4.28
H 1.01 2.02 -4.72
H -0.44 1.64 -0.89
H 0.09 0.57 -2.28
H 1.19 1.51 -1.19
Br 0.07 3.78 5.52
C 0.21 2.25 4.17
C 1.55 1.47 4.34
Br 1.32 -0.07 3.08
H 0.18 2.70 3.18
H -0.59 1.59 4.50
H 1.61 1.10 5.37
H 2.36 2.14 4.08
*
```

Values from the calculation:
E_HOMO: -7.96 eV
energy above the lowest of the compared OMol25 structures with the same formula, charge and spin: 428.7 kcal per mole
orbital gap: 7.96 eV

=====

Entry from the Open Molecules 2025 dataset: a cluster of 8 separate species, C25H33BrCl21N3S3 in total (ωB97M-V/def2-TZVPD).

```
! RIJCOSX wB97M-V def2-TZVPD def2/J DEFGRID3
* xyz 0 1
C 2.01 4.63 -0.70
C 1.62 4.12 -2.25
C 0.06 3.53 -2.34
C 0.06 2.02 -1.63
N -0.83 1.05 -2.36
C -1.00 -0.26 -1.63
C 0.36 -0.88 -0.97
C 0.27 -0.53 0.66
C 1.47 -1.22 1.55
C 2.18 -0.14 2.58
C 3.29 0.88 1.90
C 4.07 1.94 2.89
C 3.74 1.96 4.51
Br 4.72 3.22 5.75
C 2.60 0.93 5.09
N 2.14 0.80 6.55
S 0.91 -0.48 6.53
N 0.73 -1.04 4.86
C 1.76 -0.16 4.18
C -2.20 1.64 -2.65
S -2.56 1.97 -4.31
S -3.55 1.98 -1.39
C -3.33 3.65 -0.56
C -2.34 3.65 0.75
C -2.27 2.24 1.58
H 2.93 5.37 -0.84
H 1.07 5.19 -0.28
H 2.34 3.72 -0.02
H 1.68 5.10 -2.94
H 2.43 3.32 -2.52
H -0.21 3.44 -3.48
H -0.61 4.29 -1.75
H -0.35 2.19 -0.54
H 1.20 1.71 -1.58
H -1.36 -1.06 -2.45
H -1.83 -0.26 -0.80
H 1.35 -0.46 -1.44
H 0.40 -2.06 -1.06
H -0.79 -0.89 1.07
H 0.33 0.65 0.84
H 2.31 -1.54 0.77
H 1.10 -2.18 2.11
H 3.53 0.87 0.75
H 4.87 2.67 2.40
H -4.39 4.05 -0.20
H -2.91 4.39 -1.35
H -2.73 4.48 1.50
H -1.23 3.96 0.47
H -3.25 2.09 2.24
H -1.39 2.38 2.38
H -1.99 1.30 0.95
Cl 0.40 -4.04 -2.75
C 1.41 -5.34 -2.07
Cl 2.52 -5.97 -3.29
Cl 2.30 -4.75 -0.65
H 0.75 -6.15 -1.75
Cl -1.32 -7.89 -2.80
C -0.32 -9.18 -2.12
Cl 0.80 -9.81 -3.34
Cl 0.57 -8.59 -0.71
H -0.98 -9.99 -1.80
Cl 1.46 0.95 -8.42
C 0.46 2.05 -7.45
Cl 1.04 2.10 -5.77
Cl 0.45 3.67 -8.15
H -0.57 1.67 -7.44
Cl -1.37 -11.94 -5.95
C -0.84 -13.33 -4.99
Cl 0.92 -13.52 -5.07
Cl -1.37 -13.17 -3.31
H -1.30 -14.23 -5.41
Cl -2.71 6.09 4.63
C -1.41 6.93 3.76
Cl -0.64 5.84 2.59
Cl -2.04 8.37 2.94
H -0.66 7.25 4.48
Cl -8.03 5.17 5.66
C -6.33 5.64 5.45
Cl -5.26 4.34 6.01
Cl -6.00 6.04 3.76
H -6.14 6.53 6.06
Cl 4.78 -3.67 2.21
C 3.52 -4.67 2.94
Cl 4.19 -5.67 4.23
Cl 2.20 -3.66 3.56
H 3.11 -5.33 2.17
*
```

Values from the calculation:
E_HOMO: -8.31 eV
SMILES: CCCCN(CCCCc1ccc(Br)c2nsnc12)C(=S)SCCC.ClC(Cl)Cl.ClC(Cl)Cl.ClC(Cl)Cl.ClC(Cl)Cl.ClC(Cl)Cl.ClC(Cl)Cl.ClC(Cl)Cl
orbital gap: 6.53 eV

=====

The calculation returns the following max |F| values, one per record and in order: 0.046; 0.012; 0.201; 0.142 hartree/bohr.